{
  "formula": "C22H28FNO",
  "method": "the ωB97M-V functional and the def2-TZVPD basis",
  "elements": ["O", "C", "C", "C", "C", "C", "C", "C", "C", "C", "C", "C", "C", "C", "N", "C", "C", "C", "C", "C", "F", "C", "C", "C", "C", "H", "H", "H", "H", "H", "H", "H", "H", "H", "H", "H", "H", "H", "H", "H", "H", "H", "H", "H", "H", "H", "H", "H", "H", "H", "H", "H", "H"],
  "xyz": [[-2.0951, -3.9289, 0.1606], [-1.1404, -3.1084, 0.7862], [-0.8931, -1.7654, 0.0649], [-2.2184, -0.9899, -0.1186], [-3.0202, -0.6312, 1.1405], [-2.6913, 0.7500, 1.7288], [-2.9090, 1.8522, 0.7309], [-4.1947, 2.1875, 0.3227], [-4.4033, 3.1808, -0.6162], [-3.3260, 3.8570, -1.1639], [-2.0417, 3.5379, -0.7601], [-1.8373, 2.5434, 0.1807], [0.1226, -0.9313, 0.8582], [1.5593, -1.4608, 0.7442], [2.0180, -1.6308, -0.6200], [2.2982, -0.3798, -1.3051], [3.4641, 0.3263, -0.6666], [4.6160, -0.3898, -0.3591], [5.7031, 0.2336, 0.2225], [5.6265, 1.5891, 0.4896], [6.6858, 2.2082, 1.0566], [4.4966, 2.3275, 0.1955], [3.4154, 1.6839, -0.3817], [1.1197, -2.5119, -1.3384], [-0.3403, -2.0436, -1.3465], [-2.9470, -3.4799, 0.1839], [-0.2234, -3.6991, 0.7935], [-1.4203, -2.9224, 1.8333], [-2.0012, -0.0653, -0.6590], [-2.8539, -1.5858, -0.7806], [-4.0814, -0.6349, 0.8794], [-2.8766, -1.3817, 1.9192], [-1.6608, 0.7736, 2.0812], [-3.3437, 0.9127, 2.5913], [-5.0408, 1.6685, 0.7506], [-5.4092, 3.4303, -0.9212], [-3.4876, 4.6323, -1.8981], [-1.1964, 4.0659, -1.1779], [-0.8308, 2.3080, 0.4994], [-0.1538, -0.9092, 1.9134], [0.1005, 0.0923, 0.4807], [2.2402, -0.7739, 1.2535], [1.6373, -2.4342, 1.2366], [1.4350, 0.3040, -1.3448], [2.5653, -0.6313, -2.3376], [4.6418, -1.4468, -0.5723], [6.6014, -0.3107, 0.4676], [4.4701, 3.3823, 0.4195], [2.5254, 2.2509, -0.6145], [1.4759, -2.6098, -2.3671], [1.1909, -3.4970, -0.8689], [-0.9542, -2.8111, -1.8208], [-0.4172, -1.1334, -1.9460]],
  "nbo_charge": [-0.72, -0.07, -0.06, -0.41, -0.40, -0.42, -0.04, -0.16, -0.22, -0.22, -0.20, -0.22, -0.43, -0.22, -0.45, -0.24, -0.05, -0.18, -0.28, 0.40, -0.33, -0.28, -0.19, -0.21, -0.42, 0.46, 0.18, 0.16, 0.22, 0.20, 0.21, 0.20, 0.21, 0.22, 0.20, 0.21, 0.21, 0.21, 0.21, 0.21, 0.20, 0.21, 0.19, 0.17, 0.21, 0.23, 0.23, 0.23, 0.21, 0.20, 0.19, 0.23, 0.20],
  "orbital_gap_ev": 9.0,
  "total_charge": 0
}

---

{
  "formula": "C4H10N2",
  "method": "the ωB97M-V functional and the def2-TZVPD basis",
  "elements": ["C", "N", "N", "C", "C", "C", "H", "H", "H", "H", "H", "H", "H", "H", "H", "H"],
  "xyz": [[-0.2415, 1.7964, 0.9072], [-0.5042, 1.5300, -0.3178], [0.2205, 0.4990, -0.7868], [-0.6021, -0.2078, -1.8325], [0.9404, -0.3385, 0.1359], [0.0525, -1.1705, 1.0429], [0.5609, 1.4632, 1.5972], [-0.9012, 2.5957, 1.3735], [-1.4996, -0.6348, -1.3288], [0.0034, -1.0869, -2.3027], [-0.7736, 0.5628, -2.6406], [1.6208, 0.1731, 0.8785], [1.5480, -0.9966, -0.5352], [-0.6850, -0.5490, 1.5475], [0.6606, -1.6190, 1.8761], [-0.3999, -2.0172, 0.3854]],
  "nbo_charge": [-0.22, -0.21, -0.28, -0.42, -0.25, -0.64, 0.17, 0.18, 0.19, 0.20, 0.23, 0.20, 0.21, 0.22, 0.22, 0.21],
  "orbital_gap_ev": 9.3,
  "total_charge": 0
}

---

{
  "formula": "C22H35NO3P2SZn",
  "method": "the ωB97M-V functional and the def2-TZVPD basis",
  "elements": ["P", "P", "C", "C", "H", "H", "H", "H", "C", "H", "H", "H", "C", "H", "H", "H", "C", "H", "H", "H", "C", "H", "H", "H", "Zn", "C", "C", "C", "C", "C", "C", "C", "C", "C", "H", "H", "H", "H", "H", "H", "H", "H", "H", "H", "H", "H", "H", "H", "H", "O", "C", "N", "S", "O", "O", "C", "C", "C", "C", "C", "C", "H", "H", "H", "H"],
  "xyz": [[0.3289, -2.2839, 0.1655], [0.0267, 1.6000, 0.3065], [-0.0150, -0.9756, -1.1603], [0.4499, 0.4910, -1.0876], [-1.0931, -1.0267, -1.4033], [0.5691, -1.4669, -1.9609], [1.5177, 0.5797, -1.3174], [-0.1338, 1.0913, -1.7962], [-1.6705, 2.1607, 0.0390], [-1.9542, 2.6913, 0.9693], [-2.3810, 1.3193, -0.0639], [-1.7027, 2.8191, -0.8453], [1.2462, 2.8703, 0.3573], [1.0772, 3.5336, -0.5058], [2.2509, 2.4535, 0.3205], [1.1574, 3.3907, 1.3075], [-0.8339, -3.5958, -0.2263], [-0.8014, -4.3325, 0.5863], [-0.5504, -4.0774, -1.1891], [-1.8747, -3.2403, -0.2972], [1.9949, -2.8128, -0.3286], [2.7139, -1.9754, -0.3670], [1.9373, -3.2980, -1.3365], [2.3384, -3.5271, 0.4376], [-0.0045, -0.2968, 1.3483], [0.6210, 1.0895, -3.8953], [-0.7343, 1.1735, -3.8397], [-1.6508, 0.4806, -4.8010], [-1.2834, -1.0123, -5.0824], [-0.5133, -1.7007, -4.0131], [0.8414, -1.8248, -4.0486], [1.7519, -1.0072, -4.9221], [1.3651, 0.5005, -5.0366], [0.2957, -2.0649, 2.2996], [1.2735, 1.5921, -3.1758], [-1.2456, 1.9314, -3.2141], [-1.6590, 0.9952, -5.7870], [-2.6768, 0.5423, -4.3953], [-2.2400, -1.5394, -5.2153], [-0.7148, -1.0537, -6.0160], [-1.1135, -2.1979, -3.2486], [1.3480, -2.6840, -3.5656], [1.8011, -1.4031, -5.9592], [2.7690, -1.0929, -4.4985], [2.3173, 1.0404, -5.1164], [0.7888, 0.6470, -5.9600], [0.9426, -1.5323, 3.0284], [0.8040, -3.0160, 2.1102], [-0.7008, -2.2117, 2.7294], [-2.2878, 0.1150, 3.1968], [-1.2906, 0.6294, 3.7366], [-0.0888, 0.7778, 3.0737], [1.2191, 1.2806, 3.9844], [2.1612, 0.2090, 4.1694], [1.6854, 2.5632, 3.5352], [0.1795, 1.4657, 5.3849], [0.5993, 1.9353, 6.6262], [-0.3537, 2.0581, 7.6502], [-1.6928, 1.6880, 7.4066], [-2.0629, 1.1835, 6.1638], [-1.1306, 1.1249, 5.1278], [1.6458, 2.1727, 6.7866], [-0.0610, 2.4212, 8.6322], [-2.4186, 1.7908, 8.2114], [-3.0836, 0.8420, 5.9847]],
  "nbo_charge": [0.90, 0.71, -0.76, -0.76, 0.23, 0.23, 0.23, 0.25, -0.95, 0.26, 0.27, 0.22, -0.96, 0.22, 0.26, 0.29, -0.97, 0.25, 0.20, 0.26, -0.96, 0.25, 0.23, 0.25, 1.43, -0.17, -0.20, -0.45, -0.44, -0.18, -0.19, -0.45, -0.45, -1.40, 0.20, 0.20, 0.22, 0.21, 0.22, 0.20, 0.20, 0.20, 0.22, 0.21, 0.22, 0.21, 0.25, 0.21, 0.26, -0.65, 0.65, -1.10, 2.30, -0.92, -0.95, -0.23, -0.21, -0.19, -0.21, -0.16, -0.16, 0.23, 0.22, 0.22, 0.23],
  "orbital_gap_ev": [4.1, 4.1],
  "total_charge": 0
}

---

no.,M (g mol⁻¹)
1,341.5
2,86.1
3,520.9